Entry 1:
Below is a molecular structure, ClCu at a distorted geometry, with properties calculated with ωB97M-V/def2-TZVPD.

Structure (XYZ):
```
2
Properties=species:S:1:pos:R:3:lowdin_spin:R:1
Cu 16.1751 -2.3448 -20.9609 0.35
Cl 13.9417 -2.9969 -21.2574 0.65
```

The relative energy (zero: lowest compared OMol25 entry of this formula, charge and spin) comes out at 8.58 kcal/mol. As for the net charge: +1. The expectation value of S² is 0.76. The HOMO energy (alpha / beta) comes out at -17.5 / -17.2 eV. The spin multiplicity is 2. The value obtained for the energy is -2100.26587 Ha.



Entry 2:
Below is a molecular structure, ClCuF4N2O8S4 at a distorted geometry, with properties calculated with ωB97M-V/def2-TZVPD.

Structure (XYZ):
```
20
Properties=species:S:1:pos:R:3:nbo_charge:R:1
Cu 0.6955 0.1699 -0.3783 0.88
Cl 2.5884 0.4327 -2.4406 -0.92
N -1.1148 0.8080 -1.4033 -1.22
S -1.9017 0.1081 -2.8196 2.39
O -0.9790 -0.4608 -3.8091 -0.85
O -3.1719 0.6612 -3.2755 -0.88
F -2.4388 -1.2230 -2.0919 -0.50
S -1.4578 2.2021 -1.5133 2.48
O -2.5378 2.7107 -0.6718 -0.95
O -1.3191 2.9150 -2.8143 -0.93
F -0.2359 2.7713 -0.6769 -0.52
N 1.2098 -0.7686 1.5001 -1.18
S 0.7283 -2.1997 2.2851 2.33
O -0.5323 -2.0697 2.9860 -0.88
O 1.7406 -3.0746 2.9031 -0.86
F 0.2845 -3.0726 0.9498 -0.50
S 1.8904 -0.2991 2.6811 2.45
O 3.1611 -0.8929 2.9319 -0.90
O 1.0885 0.1790 3.7893 -0.90
F 2.3020 1.1028 1.8680 -0.54
```

The relative energy (zero: lowest compared OMol25 entry of this formula, charge and spin) comes out at 80.54 kcal/mol. As for the net charge: -2. The HOMO energy comes out at -2.8 eV. The spin multiplicity is 1. The value obtained for the energy is -4804.33354 Ha.



Entry 3:
Below is 2 unconnected molecules or ions with the total composition ClF2H at a distorted geometry, with properties calculated with ωB97M-V/def2-TZVPD.

Structure (XYZ):
```
4
Properties=species:S:1:pos:R:3:nbo_charge:R:1
F 2.0958 0.8951 -0.0396 -0.36
Cl 3.1984 -0.2440 -0.0660 0.36
F -2.9357 0.0333 -0.0851 -0.56
H -2.3586 -0.6843 0.1906 0.56
```

The relative energy (zero: lowest compared OMol25 entry of this formula, charge and spin) comes out at 2.83 kcal/mol. As for the net charge: 0. The HOMO energy comes out at -11.8 eV. Its SMILES is FCl.F. The spin multiplicity is 1. The value obtained for the energy is -660.43324 Ha.



Entry 4:
Below is 2 unconnected molecules or ions with the total composition ClFN3 at a distorted geometry, with properties calculated with ωB97M-V/def2-TZVPD.

Structure (XYZ):
```
5
Properties=species:S:1:pos:R:3:nbo_charge:R:1
N 1.0474 -1.5860 1.7871 0.46
N 0.6072 -0.8287 1.0806 0.13
N 0.3642 0.2229 0.5060 0.40
F -0.4819 0.2846 -0.5527 0.00
Cl -1.5371 1.9073 -2.8211 0.01
```

The relative energy (zero: lowest compared OMol25 entry of this formula, charge and spin) comes out at 83.66 kcal/mol. As for the net charge: +1. The HOMO energy (alpha / beta) comes out at -15.1 / -15.6 eV. The spin multiplicity is 1. The value obtained for the energy is -723.70594 Ha.



Entry 5:
Below is 2 unconnected molecules or ions with the total composition ClFOS at a distorted geometry, with properties calculated with ωB97M-V/def2-TZVPD.

Structure (XYZ):
```
4
Properties=species:S:1:pos:R:3:nbo_charge:R:1
O 0.0581 0.8725 1.9142 -0.76
F 0.1526 -1.9551 -1.6884 -0.02
S -0.0352 -0.0212 0.7942 1.04
Cl -0.1755 1.1039 -1.0201 -0.27
```

The relative energy (zero: lowest compared OMol25 entry of this formula, charge and spin) comes out at 85.64 kcal/mol. As for the net charge: 0. The HOMO energy (alpha / beta) comes out at -11.7 / -9.6 eV. The spin multiplicity is 1. The value obtained for the energy is -1033.33541 Ha.



Entry 6:
Below is a molecular structure, ClH10O5Zn at a distorted geometry, with properties calculated with ωB97M-V/def2-TZVPD.

Structure (XYZ):
```
17
Properties=species:S:1:pos:R:3:nbo_charge:R:1
Zn 3.5075 -10.3956 9.8512 1.51
Cl 2.6044 -8.4649 8.8118 -0.52
O 1.0707 -5.6212 6.9928 -0.90
H 1.6762 -6.1130 7.5560 0.44
H 1.5900 -5.3827 6.2180 0.47
O 0.7362 -9.0417 6.1324 -0.91
H 0.2877 -9.8772 6.3009 0.47
H 1.4453 -9.0045 6.7817 0.44
O 0.3735 -7.0758 11.3697 -0.93
H -0.2583 -7.7630 11.6060 0.48
H 0.6941 -7.3241 10.4981 0.45
O 2.8071 -5.1661 10.0835 -0.91
H 2.1044 -5.0602 10.7374 0.48
H 2.7477 -6.0841 9.8096 0.43
O 4.5420 -5.8019 7.3880 -0.91
H 4.0430 -6.6047 7.5602 0.44
H 4.0651 -5.3594 6.6784 0.47
```

The relative energy (zero: lowest compared OMol25 entry of this formula, charge and spin) comes out at 169.89 kcal/mol. As for the net charge: +1. The HOMO energy comes out at -13.9 eV. The spin multiplicity is 1. The value obtained for the energy is -2621.31024 Ha.



Entry 7:
Below is 7 unconnected molecules or ions with the total composition ClH12O6, with properties calculated with ωB97M-V/def2-TZVPD.

Structure (XYZ):
```
19
Properties=species:S:1:pos:R:3:nbo_charge:R:1
Cl -14.7863 -26.3000 6.0116 -0.93
O -15.2853 -23.1085 6.6273 -0.97
H -15.0791 -24.0410 6.8299 0.50
H -15.8416 -23.1680 5.8449 0.46
O -12.8856 -25.0328 8.8742 -0.95
H -13.6635 -25.4439 8.4653 0.49
H -13.2351 -24.2872 9.3730 0.46
O -12.8486 -24.2751 4.3938 -0.97
H -13.4384 -24.9285 4.8316 0.49
H -13.3995 -23.4937 4.2946 0.46
O -17.9308 -26.4998 5.0334 -0.97
H -18.3148 -26.9626 5.7835 0.46
H -17.1053 -26.1138 5.3856 0.50
O -16.3487 -28.6570 7.8606 -0.97
H -15.8982 -27.8926 7.4530 0.50
H -17.1519 -28.2898 8.2418 0.45
O -11.6372 -27.6008 4.8536 -0.96
H -12.3997 -27.0274 5.0340 0.49
H -11.4795 -28.0424 5.6932 0.46
```

The relative energy (zero: lowest compared OMol25 entry of this formula, charge and spin) comes out at 9.05 kcal/mol. As for the net charge: -1. The HOMO energy comes out at -6.3 eV. The spin multiplicity is 1. The value obtained for the energy is -918.95152 Ha.



Entry 8:
Below is a molecular structure, ClH12O6Zn at a distorted geometry, with properties calculated with ωB97M-V/def2-TZVPD.

Structure (XYZ):
```
20
Properties=species:S:1:pos:R:3:nbo_charge:R:1
Zn -1.9333 -3.8001 -0.0789 1.20
Cl -0.1127 -0.7174 0.0480 -0.23
O -0.7442 0.0388 4.8129 -0.93
H 0.0687 -0.0625 5.3081 0.48
H -0.5036 -0.1720 3.9108 0.46
O 1.7294 2.9054 1.4751 -0.92
H 2.6502 2.7632 1.2556 0.47
H 1.2856 2.1128 1.1733 0.45
O -2.6157 1.7529 -3.2150 -0.93
H -2.0759 2.4474 -2.8375 0.47
H -2.6208 1.0646 -2.5498 0.45
O 4.6615 -0.1852 -0.4877 -0.93
H 4.4158 0.6221 -0.9395 0.47
H 3.9241 -0.7772 -0.6361 0.46
O 1.8590 -0.9562 -3.9577 -0.93
H 1.4002 -0.1608 -4.2278 0.47
H 1.4394 -1.2078 -3.1350 0.45
O -4.0019 -2.1635 1.3119 -0.98
H -3.8903 -1.2786 1.6595 0.51
H -4.9355 -2.2260 1.1099 0.50
```

The relative energy (zero: lowest compared OMol25 entry of this formula, charge and spin) comes out at 0.00 kcal/mol. As for the net charge: +1. The HOMO energy comes out at -13.7 eV. The spin multiplicity is 1. The value obtained for the energy is -2697.66830 Ha.



Please write out number 8 again, unchanged.
Below is a molecular structure, ClH12O6Zn at a distorted geometry, with properties calculated with ωB97M-V/def2-TZVPD.

Structure (XYZ):
```
20
Properties=species:S:1:pos:R:3:nbo_charge:R:1
Zn -1.9333 -3.8001 -0.0789 1.20
Cl -0.1127 -0.7174 0.0480 -0.23
O -0.7442 0.0388 4.8129 -0.93
H 0.0687 -0.0625 5.3081 0.48
H -0.5036 -0.1720 3.9108 0.46
O 1.7294 2.9054 1.4751 -0.92
H 2.6502 2.7632 1.2556 0.47
H 1.2856 2.1128 1.1733 0.45
O -2.6157 1.7529 -3.2150 -0.93
H -2.0759 2.4474 -2.8375 0.47
H -2.6208 1.0646 -2.5498 0.45
O 4.6615 -0.1852 -0.4877 -0.93
H 4.4158 0.6221 -0.9395 0.47
H 3.9241 -0.7772 -0.6361 0.46
O 1.8590 -0.9562 -3.9577 -0.93
H 1.4002 -0.1608 -4.2278 0.47
H 1.4394 -1.2078 -3.1350 0.45
O -4.0019 -2.1635 1.3119 -0.98
H -3.8903 -1.2786 1.6595 0.51
H -4.9355 -2.2260 1.1099 0.50
```

The relative energy (zero: lowest compared OMol25 entry of this formula, charge and spin) comes out at 0.00 kcal/mol. As for the net charge: +1. The HOMO energy comes out at -13.7 eV. The spin multiplicity is 1. The value obtained for the energy is -2697.66830 Ha.



Which of these has the highest energy? ClF2H



What is the formula in the third record? ClF2H



Please write out number 3 again, unchanged.
Below is 2 unconnected molecules or ions with the total composition ClF2H at a distorted geometry, with properties calculated with ωB97M-V/def2-TZVPD.

Structure (XYZ):
```
4
Properties=species:S:1:pos:R:3:nbo_charge:R:1
F 2.0958 0.8951 -0.0396 -0.36
Cl 3.1984 -0.2440 -0.0660 0.36
F -2.9357 0.0333 -0.0851 -0.56
H -2.3586 -0.6843 0.1906 0.56
```

The relative energy (zero: lowest compared OMol25 entry of this formula, charge and spin) comes out at 2.83 kcal/mol. As for the net charge: 0. The HOMO energy comes out at -11.8 eV. Its SMILES is FCl.F. The spin multiplicity is 1. The value obtained for the energy is -660.43324 Ha.